# C24H25Cl2GeN2OsS

A structure of composition C24H25Cl2GeN2OsS (ωB97M-V/def2-TZVPD, the OMol25 dataset).

multiplicity	5
energy above the lowest of the compared OMol25 structures with the same formula, charge and spin	0.117	eV
LUMO (alpha / beta)	-0.10704 / -0.15148	Ha
gap between HOMO and LUMO (alpha / beta)	0.24607 / 0.25980	Eh
charge	+1
expectation value of S²	6.0281

Last column: Mulliken spin population.
Cartesian coordinates (Å):
Os1 1.01 0.51 0.96  3.32
Cl1 1.59 -1.53 3.13  0.05
C1 -0.16 -1.76 3.19  0.01
Cl2 -1.01 -0.24 2.78  0.06
H1 -0.45 -2.03 4.20  0.00
H2 -0.46 -2.49 2.45  0.00
S1 2.39 2.44 1.77  0.04
C2 1.84 2.75 3.38  0.01
N1 2.64 2.50 4.40  0.01
C3 2.33 2.84 5.79  0.00
C4 0.82 2.83 5.97  0.00
C5 0.16 3.70 4.91  0.00
N2 0.64 3.29 3.59  0.02
H3 3.55 2.13 4.16  0.00
H4 2.75 3.82 6.03  0.00
H5 2.80 2.09 6.42  0.00
H6 0.56 3.20 6.96  0.00
H7 0.44 1.81 5.88  0.00
H8 0.41 4.76 5.06  0.00
H9 -0.92 3.60 4.92  0.00
H10 0.11 3.52 2.76  0.00
C6 1.10 -0.62 -0.39  0.47
Ge1 -0.08 -0.89 -1.97  -0.13
C7 -0.57 0.89 -2.59  0.05
C8 0.31 1.56 -3.45  0.02
C9 0.06 2.87 -3.84  0.00
C10 -1.07 3.53 -3.37  0.01
C11 -1.94 2.88 -2.51  -0.01
C12 -1.69 1.58 -2.12  0.01
C13 -1.51 -1.91 -1.10  0.03
C14 -2.87 -1.64 -1.22  -0.02
C15 -3.82 -2.41 -0.55  0.00
C16 -3.42 -3.47 0.25  0.00
C17 -2.07 -3.77 0.36  0.01
C18 -1.13 -3.00 -0.30  0.01
C19 0.81 -1.95 -3.34  0.01
C20 0.58 -1.70 -4.69  -0.01
C21 1.15 -2.51 -5.67  0.00
C22 1.95 -3.58 -5.30  0.00
C23 2.19 -3.83 -3.95  0.01
C24 1.62 -3.02 -2.99  0.01
H11 1.19 1.06 -3.82  0.00
H12 0.75 3.37 -4.51  0.00
H13 -1.27 4.55 -3.69  0.00
H14 -2.82 3.39 -2.15  0.00
H15 -2.37 1.10 -1.43  -0.01
H16 -3.21 -0.84 -1.87  0.00
H17 -4.87 -2.18 -0.67  0.00
H18 -4.16 -4.07 0.76  0.00
H19 -1.75 -4.62 0.95  0.00
H20 -0.08 -3.26 -0.21  0.01
H21 -0.05 -0.88 -5.00  0.00
H22 0.96 -2.31 -6.71  0.00
H23 2.40 -4.21 -6.06  0.00
H24 2.83 -4.66 -3.66  0.00
H25 1.84 -3.22 -1.94  0.01



# C4H9NO

A structure of composition C4H9NO (ωB97M-V/def2-TZVPD, the OMol25 dataset).

energy above the lowest of the compared OMol25 structures with the same formula, charge and spin	5.845	eV
LUMO	0.04115	Ha
gap between HOMO and LUMO	0.34596	Eh

Last column: Löwdin charge in e.
Cartesian coordinates (Å):
O1 -2.40 -0.29 -0.44  -0.07
C1 -1.39 -0.47 1.04  -0.03
C2 -0.33 0.55 0.77  -0.30
N1 0.27 0.29 -0.54  -0.17
C3 1.65 0.71 -0.73  -0.14
C4 1.31 -0.73 -0.58  -0.14
H1 -1.68 0.00 -1.05  0.07
H2 -2.01 -1.20 -0.08  0.07
H3 -2.10 -0.09 1.78  0.05
H4 -0.69 1.59 0.75  0.12
H5 0.41 0.47 1.60  0.12
H6 1.90 1.12 -1.70  0.10
H7 2.15 1.20 0.11  0.10
H8 1.55 -1.22 0.36  0.11
H9 1.29 -1.38 -1.45  0.10



# C32H55Br25IN3O6P

A structure of composition C32H55Br25IN3O6P (ωB97M-V/def2-TZVPD, the OMol25 dataset).

LUMO	-0.15597	Ha
gap between HOMO and LUMO	0.25170	Eh
charge	+1

Last column: Löwdin charge in e.
Cartesian coordinates (Å):
C1 -6.14 -0.13 -4.93  -0.14
C2 -4.97 -0.34 -3.86  -0.33
C3 -4.48 1.00 -3.13  -0.22
C4 -3.64 0.75 -1.79  -0.20
C5 -2.45 -0.32 -1.96  -0.20
C6 -1.01 0.36 -2.25  -0.20
C7 0.09 -0.69 -2.80  -0.17
C8 1.29 -0.96 -1.72  -0.19
C9 2.68 -0.57 -2.42  -0.20
C10 3.90 -0.32 -1.39  -0.18
C11 4.50 1.14 -1.68  -0.15
C12 4.47 2.12 -0.37  -0.14
N1 3.30 1.85 0.49  0.04
C13 3.60 1.46 1.83  -0.19
N2 4.79 1.42 2.46  0.21
N3 2.43 1.08 2.68  -0.04
C14 2.63 -0.32 3.16  -0.11
C15 3.00 -0.21 4.74  -0.68
O1 3.61 -1.10 5.36  -0.04
I1 2.47 1.57 5.93  0.84
C16 1.22 1.24 1.82  -0.31
C17 -0.07 1.03 2.79  -0.10
P1 -1.07 -0.50 2.39  0.62
O2 -2.44 -0.09 1.83  -0.36
O3 -0.32 -1.55 1.27  -0.27
O4 -1.41 -1.46 3.78  -0.23
O5 1.06 2.53 1.23  -0.07
C18 2.24 2.90 0.45  -0.36
C19 1.70 2.93 -1.09  -0.07
C20 0.35 3.78 -1.26  -0.13
C21 0.53 5.06 -2.26  -0.23
O6 0.25 6.26 -1.47  -0.13
C22 2.68 4.35 0.97  -0.08
C23 2.61 4.55 2.56  -0.27
C24 1.71 5.85 2.93  -0.56
Br1 -0.20 5.31 2.80  0.62
H1 -5.74 -0.13 -6.01  0.01
H2 -6.90 -1.00 -4.88  0.05
H3 -6.76 0.82 -4.74  0.08
H4 -5.26 -1.11 -3.06  -0.09
H5 -4.05 -0.75 -4.42  0.08
H6 -3.91 1.69 -3.84  0.11
H7 -5.44 1.58 -2.83  0.11
H8 -3.24 1.77 -1.43  0.11
H9 -4.39 0.39 -0.99  0.12
H10 -2.34 -0.84 -0.93  0.10
H11 -2.70 -1.17 -2.69  0.08
H12 -0.70 0.91 -1.30  0.09
H13 -1.21 1.17 -3.04  0.11
H14 0.49 -0.25 -3.78  0.10
H15 -0.46 -1.65 -3.06  0.10
H16 1.04 -0.30 -0.82  0.06
H17 1.30 -2.08 -1.51  0.11
H18 2.97 -1.45 -3.11  0.13
H19 2.47 0.31 -3.12  0.08
H20 4.72 -1.07 -1.68  0.12
H21 3.65 -0.53 -0.30  0.09
H22 5.62 1.01 -1.94  0.12
H23 4.04 1.70 -2.56  0.07
H24 4.43 3.19 -0.82  0.12
H25 5.50 2.03 0.10  0.13
H26 5.58 0.91 2.02  0.15
H27 4.87 1.87 3.37  0.14
H28 3.56 -0.83 2.69  0.15
H29 1.76 -1.02 2.96  0.14
H30 1.23 0.42 1.01  0.14
H31 -0.77 1.93 2.64  0.12
H32 0.23 1.06 3.90  0.07
H33 -0.38 -2.49 1.56  -0.06
H34 -1.91 -2.23 3.39  -0.05
H35 2.47 3.37 -1.81  0.10
H36 1.51 1.84 -1.40  0.11
H37 -0.44 3.08 -1.73  0.10
H38 -0.09 4.20 -0.30  0.10
H39 -0.29 4.97 -3.05  0.12
H40 1.58 5.11 -2.70  0.06
H41 -0.72 6.33 -1.33  0.10
H42 1.95 5.10 0.49  0.12
H43 3.73 4.65 0.62  0.13
H44 3.68 4.83 2.90  0.12
H45 2.33 3.62 3.16  0.07
H46 2.03 6.15 3.99  0.08
H47 2.00 6.70 2.22  0.09
C25 5.28 -4.59 5.56  -1.62
Br2 7.16 -5.01 5.31  0.57
Br3 4.15 -5.54 4.31  0.55
Br4 4.72 -4.88 7.40  0.55
H48 5.16 -3.53 5.36  -0.05
C26 3.05 -6.49 10.52  -1.61
Br5 2.88 -7.61 12.09  0.58
Br6 1.32 -5.99 9.80  0.55
Br7 4.16 -4.94 10.85  0.54
H49 3.55 -7.08 9.76  -0.03
C27 -1.49 -3.44 11.53  -1.63
Br8 -0.47 -3.92 13.11  0.55
Br9 -3.40 -3.64 11.81  0.56
Br10 -1.04 -1.67 10.89  0.55
H50 -1.21 -4.15 10.75  -0.06
C28 -2.12 -4.87 0.65  -1.52
Br11 -0.18 -4.88 0.74  0.64
Br12 -2.87 -3.35 1.59  0.75
Br13 -2.76 -4.97 -1.18  0.57
H51 -2.47 -5.77 1.16  -0.02
C29 -6.66 -4.37 -2.88  -1.54
Br14 -6.87 -5.61 -1.41  0.57
Br15 -5.27 -3.06 -2.54  0.64
Br16 -6.39 -5.29 -4.57  0.56
H52 -7.60 -3.82 -2.97  -0.02
C30 -2.87 -3.01 -6.79  -1.57
Br17 -3.04 -3.95 -5.10  0.52
Br18 -4.60 -2.60 -7.57  0.56
Br19 -1.76 -1.43 -6.62  0.56
H53 -2.36 -3.68 -7.48  -0.03
C31 -7.80 -0.57 -9.26  -1.59
Br20 -8.02 -1.80 -7.78  0.55
Br21 -6.41 0.74 -8.91  0.57
Br22 -7.51 -1.50 -10.94  0.57
H54 -8.74 -0.02 -9.36  -0.03
C32 3.36 4.50 -5.46  -1.58
Br23 2.09 5.96 -5.35  0.62
Br24 4.70 4.61 -4.05  0.56
Br25 2.48 2.77 -5.48  0.56
H55 3.89 4.60 -6.41  -0.02



# C7H16IN3O

A structure of composition C7H16IN3O (ωB97M-V/def2-TZVPD, the OMol25 dataset).

energy above the lowest of the compared OMol25 structures with the same formula, charge and spin	0.576	eV
LUMO	-0.25136	Ha
gap between HOMO and LUMO	0.24318	Eh
charge	+2

Last column: Löwdin charge in e.
Cartesian coordinates (Å):
C1 -4.94 2.11 0.38  0.19
C2 3.07 0.21 -1.00  -0.14
C3 -4.33 1.08 -0.01  -0.06
C4 -4.26 -1.14 -0.79  0.08
C5 3.36 -1.14 -1.47  -0.11
C6 2.17 1.41 0.95  -0.12
C7 -0.29 0.48 0.89  -0.61
N1 2.68 0.26 0.18  -0.01
N2 3.12 -2.08 -0.27  0.10
N3 0.98 0.86 1.74  -0.11
O1 -3.65 0.15 -0.39  0.09
I1 0.04 -1.53 0.25  0.95
H1 -5.03 2.12 1.48  0.15
H2 -5.45 2.99 0.05  0.13
H3 3.23 1.05 -1.65  0.14
H4 -4.12 -1.33 -1.80  0.08
H5 -5.36 -1.34 -0.50  0.16
H6 -3.54 -1.79 -0.18  0.12
H7 2.68 -1.28 -2.30  0.13
H8 4.35 -1.32 -1.95  0.15
H9 2.91 1.79 1.56  0.10
H10 1.75 2.27 0.32  0.16
H11 -0.22 1.09 0.03  -0.06
H12 2.09 -1.85 -0.09  -0.15
H13 3.81 -1.63 0.31  0.14
H14 3.19 -3.12 -0.32  0.18
H15 1.15 0.00 2.29  0.12
H16 0.60 1.67 2.31  0.17